No. 1
This record from OMol25 describes a molecular structure, C25H23Cl5N6NaO2PSe2 in a non-equilibrium geometry. The level of theory is wB97M-V/def2-TZVPD.

```
65
Properties=species:S:1:pos:R:3
Na 0.757 -0.271 -0.928
N 0.316 0.147 1.459
N 1.563 0.219 2.089
C 2.687 0.177 1.364
N 3.886 0.156 1.972
N 2.504 0.256 0.051
N 3.415 -0.166 -0.834
O 2.998 -0.162 -1.994
O 4.551 -0.543 -0.543
H -0.294 0.925 1.688
H -0.111 -0.765 1.584
H 1.626 0.313 3.092
H 3.919 -0.098 2.944
H 4.638 -0.144 1.361
Se -2.726 2.138 0.734
P -3.749 0.291 0.391
Se -2.602 -1.522 0.309
C -5.079 0.107 1.670
C -5.898 1.192 1.990
C -6.840 1.100 3.002
C -6.968 -0.079 3.731
C -6.158 -1.161 3.425
C -5.221 -1.068 2.398
C -4.778 0.445 -1.139
C -5.459 1.636 -1.403
C -6.195 1.790 -2.568
C -6.247 0.761 -3.502
C -5.562 -0.419 -3.256
C -4.833 -0.576 -2.080
H -5.770 2.128 1.463
H -7.462 1.956 3.237
H -7.685 -0.144 4.541
H -6.244 -2.082 3.989
H -4.581 -1.908 2.152
H -5.370 2.461 -0.709
H -6.712 2.724 -2.757
H -6.803 0.890 -4.424
H -5.582 -1.221 -3.984
H -4.288 -1.492 -1.882
Cl 1.545 3.895 2.918
C 1.569 4.194 1.127
C 1.109 3.218 0.304
C 1.188 3.489 -1.029
Cl 0.607 2.245 -2.209
C 1.686 4.675 -1.565
Cl 1.786 4.968 -3.284
C 2.127 5.662 -0.680
Cl 2.738 7.173 -1.281
C 2.071 5.419 0.695
Cl 2.621 6.646 1.803
C 1.704 -3.067 2.513
C 1.512 -3.491 1.087
C 1.639 -4.778 0.587
C 1.328 -4.688 -0.800
C 1.036 -3.353 -1.027
C 0.613 -2.713 -2.324
N 1.143 -2.607 0.114
H 1.863 -3.944 3.145
H 0.831 -2.535 2.906
H 2.575 -2.412 2.646
H 1.909 -5.662 1.151
H 1.308 -5.487 -1.530
H 0.482 -3.467 -3.102
H 1.358 -2.001 -2.698
H -0.353 -2.201 -2.219
```

For the frontier orbital gap, the calculation gives 5.43 eV. The energy relative to the best compared isomer or geometry (same formula, charge and spin) comes out at 79.0 kJ/mol. The LUMO energy comes out at 3.8 eV. As for the total charge: -2.

natural (NBO) atomic charge list, values in e, 2 entries:
1. Na 0.861
2. N -0.678

=====

No. 2
This record from OMol25 describes 2 unconnected molecules or ions with the total composition C4HF6NO2S in a non-equilibrium geometry. The level of theory is wB97M-V/def2-TZVPD.

```
15
Properties=species:S:1:pos:R:3
C 0.658 2.044 0.829
C -0.007 -1.690 -0.458
C -0.706 2.681 0.960
C 0.419 -1.731 -1.940
N 1.531 1.299 0.727
O -1.145 -1.920 -0.143
O 0.252 -1.158 2.023
F -1.565 1.922 1.603
F -1.178 2.971 -0.306
F -0.692 3.851 1.557
F 1.284 -2.751 -2.170
F 1.041 -0.585 -2.245
F -0.513 -1.992 -2.820
S 1.251 -1.368 0.730
H -0.629 -1.571 1.654
```

For the frontier orbital gap, the calculation gives 9.55 eV. The energy relative to the best compared isomer or geometry (same formula, charge and spin) comes out at 0.0 kJ/mol. The LUMO energy comes out at -0.1 eV. As for the structure (SMILES): O=C(SO)C(F)(F)F.N#CC(F)(F)F.

natural (NBO) atomic charge list, values in e, 2 entries:
1. C 0.161
2. C 0.227

=====

No. 3
This record from OMol25 describes a single C16H17FN4O2 molecule in a non-equilibrium geometry. The level of theory is wB97M-V/def2-TZVPD.

```
40
Properties=species:S:1:pos:R:3
N -0.899 -4.365 0.506
C -0.277 -3.424 0.287
C 0.407 -2.241 0.000
C -0.108 -1.128 -0.656
N -1.305 -0.933 -1.252
H -2.003 -1.624 -1.021
C -1.761 0.397 -1.593
C -2.290 1.210 -0.397
N -3.735 1.150 -0.290
C -4.250 2.179 0.601
C -5.777 2.137 0.595
O -6.255 0.880 1.008
C -5.759 -0.128 0.164
C -4.229 -0.148 0.141
H -3.910 -0.913 -0.569
H -3.851 -0.410 1.145
H -6.147 -1.073 0.549
H -6.128 0.030 -0.861
H -6.185 2.868 1.295
H -6.139 2.359 -0.420
H -3.913 3.155 0.246
H -3.890 2.033 1.635
H -2.025 2.259 -0.548
H -1.789 0.866 0.527
H -2.549 0.309 -2.341
H -0.910 0.916 -2.037
O 0.856 -0.195 -0.711
C 1.944 -0.770 -0.089
N 1.706 -1.967 0.337
C 3.181 -0.040 0.031
C 3.299 1.256 -0.475
C 4.492 1.941 -0.356
C 5.559 1.320 0.269
C 5.467 0.035 0.780
C 4.273 -0.644 0.658
H 4.160 -1.646 1.041
H 6.322 -0.412 1.260
F 6.724 1.987 0.386
H 4.605 2.942 -0.740
H 2.454 1.719 -0.960
```

For the frontier orbital gap, the calculation gives 8.37 eV. The LUMO energy comes out at 0.4 eV. As for the structure (SMILES): N#Cc1nc(-c2ccc(F)cc2)oc1NCCN1CCOCC1.

natural (NBO) atomic charge list, values in e, 2 entries:
1. N -0.318
2. C 0.261

=====

No. 4
This record from OMol25 describes a molecular structure, C14H8Cl2F8N2O4RhS2. The level of theory is wB97M-V/def2-TZVPD.

```
41
Properties=species:S:1:pos:R:3
Rh 0.705 0.772 0.052
F 2.935 -1.251 4.056
C 2.851 -1.737 2.839
F 2.660 -3.031 2.844
F 3.911 -1.414 2.128
S 1.312 -0.910 2.012
O 1.623 0.536 2.145
O 0.171 -1.468 2.690
N 0.030 -2.635 -0.616
S 1.385 -2.382 -1.438
O 2.189 -3.545 -1.298
O 1.904 -1.068 -1.131
C 0.888 -2.257 -3.202
F 0.473 -3.439 -3.626
F 1.931 -1.856 -3.913
F -0.099 -1.372 -3.320
F -2.372 -3.722 -0.408
C -2.320 -2.386 -0.288
C -1.089 -1.761 -0.416
C -1.001 -0.390 -0.284
C -2.159 0.369 -0.025
C -3.361 -0.316 0.118
F -4.489 0.343 0.422
C -3.467 -1.686 -0.012
C -2.056 1.848 0.174
C -3.114 2.734 0.027
C -2.904 4.085 0.247
C -1.647 4.540 0.608
C -0.632 3.611 0.709
N -0.830 2.308 0.496
H -0.152 -3.627 -0.505
H -4.415 -2.189 0.110
H -4.088 2.375 -0.261
H -3.725 4.781 0.134
H -1.450 5.585 0.796
H 0.377 3.905 0.969
Cl 5.432 2.175 -0.807
C 4.048 1.184 -0.485
Cl 2.527 1.988 -1.113
H 3.904 1.066 0.583
H 4.115 0.239 -1.009
```

For the frontier orbital gap (alpha / beta), the calculation gives 8.48 / 5.52 eV. The energy relative to the best compared isomer or geometry (same formula, charge and spin) comes out at 0.0 kJ/mol. The LUMO energy (alpha / beta) comes out at -3.2 / -6.6 eV. As for the multiplicity: 5. As for the total charge: +1.

natural (NBO) atomic charge list, values in e, 2 entries:
1. Rh 1.079
2. F -0.272

=====

No. 5
This record from OMol25 describes a molecular structure, C9H16BrCl in a non-equilibrium geometry. The level of theory is wB97M-V/def2-TZVPD.

```
27
Properties=species:S:1:pos:R:3
C 0.756 -1.400 0.585
C 0.701 -0.441 -0.359
C -3.222 -0.065 -0.124
C 2.164 -1.844 1.004
C -0.217 -1.881 1.598
C 1.923 -0.065 -1.132
C -1.385 2.729 -0.848
C -0.422 0.442 -0.786
C -0.186 1.895 -0.476
Cl -3.487 -1.562 -0.669
Br -3.990 0.289 1.572
H 2.639 -0.943 1.407
H 2.820 -2.032 0.091
H 2.262 -2.571 1.727
H 0.295 -2.275 2.531
H -0.644 -2.721 1.033
H -0.876 -1.070 1.892
H 1.675 0.558 -1.937
H 2.597 -0.917 -1.347
H 2.653 0.409 -0.413
H -1.836 2.291 -1.676
H -1.121 3.732 -1.001
H -1.999 2.802 -0.045
H -0.520 0.379 -1.925
H -1.396 0.163 -0.219
H 0.147 1.885 0.612
H 0.672 2.213 -1.095
```

For the frontier orbital gap (alpha / beta), the calculation gives 8.73 / 6.53 eV. The LUMO energy (alpha / beta) comes out at 0.7 / -1.8 eV. As for the multiplicity: 3.

natural (NBO) atomic charge list, values in e, 2 entries:
1. C 0.022
2. C -0.029

=====

No. 6
This record from OMol25 describes a molecular structure, C38H57AgGeIN6PSi4Te. The level of theory is wB97M-V/def2-TZVPD.

```
110
Properties=species:S:1:pos:R:3
Ag -0.426 -0.431 -0.079
C 4.377 2.374 1.944
N 3.582 1.189 1.671
C 3.781 -0.048 2.225
C 2.815 -0.857 1.691
N 2.031 -0.143 0.833
C 2.509 1.084 0.831
P 1.894 2.502 -0.119
C 0.256 2.605 0.706
N -0.252 1.683 1.514
C -1.391 2.233 2.043
C -1.565 3.493 1.563
N -0.495 3.744 0.746
C -0.360 4.938 -0.058
C 1.736 1.660 -1.743
N 1.920 0.371 -1.946
C 1.804 0.169 -3.293
C 1.587 1.358 -3.920
N 1.595 2.317 -2.939
C 1.260 3.700 -3.173
H 5.140 2.109 2.672
H 3.758 3.168 2.357
H 4.859 2.736 1.038
H 4.574 -0.233 2.932
H 2.648 -1.908 1.869
H -2.010 1.699 2.740
H -2.342 4.224 1.720
H -0.763 5.785 0.496
H -0.901 4.820 -0.996
H 0.694 5.129 -0.252
H 1.882 -0.818 -3.731
H 1.422 1.613 -4.955
H 1.679 4.008 -4.130
H 1.705 4.317 -2.396
H 0.176 3.825 -3.182
C -0.045 -2.491 3.013
Ge -1.485 -1.982 1.763
C -2.618 -3.623 1.724
C -3.157 -4.026 2.953
C -3.974 -5.142 3.060
C -4.283 -5.886 1.925
C -3.760 -5.503 0.700
C -2.933 -4.386 0.603
C -2.704 -0.850 2.848
C -2.445 -0.591 4.169
C -3.335 0.178 4.962
C -4.477 0.687 4.420
C -4.782 0.469 3.049
C -5.939 1.027 2.450
C -6.189 0.854 1.118
C -5.286 0.118 0.318
C -4.173 -0.443 0.876
C -3.889 -0.296 2.260
H -0.468 -3.036 3.862
H 0.506 -1.619 3.370
H 0.644 -3.155 2.485
H -2.952 -3.445 3.849
H -4.379 -5.426 4.025
H -4.927 -6.754 1.998
H -3.996 -6.076 -0.189
H -2.517 -4.112 -0.360
H -1.541 -0.976 4.630
H -3.101 0.357 6.006
H -5.163 1.275 5.020
H -6.620 1.605 3.068
H -7.070 1.295 0.667
H -5.459 0.017 -0.748
H -3.467 -0.970 0.242
I -1.839 1.452 -1.850
C -2.366 -6.738 -4.666
Si -1.219 -5.835 -3.473
C -1.367 -6.705 -1.817
C 0.543 -6.121 -4.071
Si -1.581 -3.506 -3.320
Te -0.044 -2.872 -1.468
Si -3.858 -2.927 -3.373
C -4.848 -3.394 -1.852
C -4.600 -3.867 -4.834
C -4.152 -1.113 -3.703
Si -0.617 -2.596 -5.259
C -1.086 -3.559 -6.816
C -1.093 -0.800 -5.532
C 1.256 -2.658 -5.126
H -2.026 -7.775 -4.766
H -2.380 -6.285 -5.661
H -3.393 -6.761 -4.290
H -0.722 -7.589 -1.826
H -2.391 -7.037 -1.629
H -1.058 -6.065 -0.989
H 0.811 -7.171 -3.902
H 1.250 -5.497 -3.516
H 0.659 -5.910 -5.138
H -4.929 -4.478 -1.718
H -5.856 -2.990 -1.999
H -4.447 -2.975 -0.925
H -4.344 -4.929 -4.838
H -4.267 -3.437 -5.783
H -5.692 -3.779 -4.795
H -3.579 -0.464 -3.035
H -5.218 -0.904 -3.553
H -3.896 -0.842 -4.732
H -2.167 -3.575 -6.983
H -0.737 -4.596 -6.778
H -0.619 -3.079 -7.684
H -2.072 -0.715 -6.013
H -0.350 -0.344 -6.197
H -1.122 -0.228 -4.597
H 1.634 -3.680 -5.170
H 1.598 -2.226 -4.176
H 1.693 -2.092 -5.957
```

For the frontier orbital gap (alpha / beta), the calculation gives 5.81 / 5.78 eV. The energy relative to the best compared isomer or geometry (same formula, charge and spin) comes out at 0.3 kJ/mol. The LUMO energy (alpha / beta) comes out at 2.3 / 1.7 eV. As for the multiplicity: 2. As for the total charge: -1.

Mulliken atomic charge list, values in e, 2 entries:
1. Ag 1.370
2. C -0.875

=====

No. 7
This record from OMol25 describes a molecular structure, C5H9NO in a non-equilibrium geometry. The level of theory is wB97M-V/def2-TZVPD.

```
16
Properties=species:S:1:pos:R:3
C -1.619 -0.041 -0.606
C -0.766 -0.044 0.650
O 0.037 -1.320 0.697
C 0.295 0.969 0.720
C 1.709 -0.759 -0.044
C 0.447 1.913 -0.321
N 0.637 2.607 -1.239
H -2.212 0.876 -0.652
H -2.307 -0.893 -0.623
H -0.992 -0.074 -1.503
H -1.376 -0.105 1.556
H -0.404 -2.065 0.242
H 0.629 1.282 1.707
H 2.383 -0.355 0.696
H 1.650 -0.202 -0.972
H 1.858 -1.830 -0.198
```

For the frontier orbital gap (alpha / beta), the calculation gives 7.82 / 7.82 eV. The energy relative to the best compared isomer or geometry (same formula, charge and spin) comes out at 500.5 kJ/mol. The LUMO energy (alpha / beta) comes out at 0.1 / 0.1 eV.

natural (NBO) atomic charge list, values in e, 2 entries:
1. C -0.646
2. C 0.065

=====

No. 8
This record from OMol25 describes a molecular structure, C32H41GeInO5PS3 in a non-equilibrium geometry. The level of theory is wB97M-V/def2-TZVPD.

```
84
Properties=species:S:1:pos:R:3
In 1.126 0.952 1.288
C -1.929 0.150 3.983
C -0.822 1.084 4.322
C -0.466 1.016 5.732
C -1.062 2.548 3.977
O 0.431 0.850 3.561
Ge 1.720 -0.429 3.941
O 1.283 -1.002 2.016
C 1.047 -2.341 1.360
C 1.627 -2.297 -0.075
C 1.754 -3.334 2.175
C -0.462 -2.401 1.324
O 2.893 0.807 3.215
C 4.311 0.679 3.204
C 4.851 2.009 2.571
C 4.895 0.728 4.612
C 4.680 -0.505 2.271
H -2.745 0.296 4.694
H -1.535 -0.846 4.269
H -2.210 0.245 2.875
H -1.311 1.273 6.371
H 0.315 1.677 6.082
H -0.190 -0.034 6.042
H -1.925 2.852 4.485
H -1.188 2.834 2.890
H -0.174 3.125 4.368
H 2.683 -2.049 -0.039
H 1.037 -1.612 -0.675
H 1.590 -3.263 -0.586
H 2.848 -3.313 2.041
H 1.603 -4.300 1.675
H 1.436 -3.349 3.187
H -0.837 -1.624 0.695
H -0.730 -2.258 2.372
H -0.848 -3.325 0.964
H 4.206 2.814 2.950
H 4.785 1.875 1.509
H 5.900 2.125 2.862
H 4.636 1.711 5.113
H 5.994 0.761 4.503
H 4.776 -0.068 5.376
H 4.259 -0.222 1.292
H 4.173 -1.380 2.643
H 5.768 -0.706 2.164
O -0.992 1.308 0.842
C -0.983 1.243 -0.469
O -0.009 0.666 -1.051
C -2.227 1.753 -1.214
C -3.006 2.775 -0.646
C -4.200 3.190 -1.257
C -4.607 2.527 -2.419
C -3.866 1.446 -2.978
C -2.675 1.008 -2.319
P -1.865 -0.597 -2.664
C -3.147 -1.388 -3.958
C -3.852 -2.453 -3.418
C -4.611 -3.239 -4.284
C -4.881 -2.804 -5.559
C -4.212 -1.730 -6.097
C -3.339 -0.970 -5.294
C -0.435 -0.499 -3.781
C 0.074 0.663 -4.263
C 1.049 0.670 -5.229
C 1.543 -0.572 -5.736
C 1.079 -1.741 -5.207
C 0.122 -1.725 -4.180
H -2.441 3.354 0.125
H -4.831 3.971 -0.899
H -5.509 2.762 -2.872
H -4.259 0.778 -3.739
H -3.715 -2.720 -2.433
H -4.996 -4.165 -3.924
H -5.435 -3.372 -6.240
H -4.413 -1.436 -7.146
H -2.748 -0.176 -5.664
H -0.594 1.496 -4.007
H 1.326 1.577 -5.746
H 2.173 -0.552 -6.612
H 1.448 -2.669 -5.600
H -0.223 -2.659 -3.698
S 3.753 4.292 -0.909
C 2.781 3.259 -0.048
S 2.902 1.449 -0.232
S 1.627 3.526 1.227
```

For the frontier orbital gap (alpha / beta), the calculation gives 7.25 / 4.50 eV. The energy relative to the best compared isomer or geometry (same formula, charge and spin) comes out at 171.4 kJ/mol. The LUMO energy (alpha / beta) comes out at -0.7 / -3.4 eV. As for the multiplicity: 2.

Mulliken atomic charge list, values in e, 2 entries:
1. In 1.268
2. C -1.359